15
Properties=species:S:1:pos:R:3:forces:R:3 method="wB97M-V/def2-TZVPD" charge=+1 orbital_gap_ev="5.02 / 5.41" e_homo_ev="-12.89 / -12.89" largest_force_ev_per_a=4.489 lumo_energy_ev="-7.869 / -7.473" s2=3.792 multiplicity=4
V -26.136 -16.108 11.166 -2.346 0.176 -1.234
Br -28.384 -15.928 9.973 2.420 -0.173 1.271
C -32.983 -16.166 9.082 -1.048 -0.103 0.720
C -32.002 -15.032 9.502 0.204 -1.677 -0.512
C -31.340 -14.400 8.276 -0.899 -0.554 -1.176
O -31.424 -13.007 8.434 -0.591 0.885 2.430
C -32.218 -12.767 9.556 -1.844 3.174 0.309
O -32.630 -11.659 9.925 1.932 -3.827 -1.334
O -32.623 -13.938 10.143 0.205 0.942 -0.596
H -33.431 -16.715 9.911 0.310 0.369 0.660
H -32.641 -17.012 8.485 0.962 0.504 -0.296
H -33.885 -15.827 8.575 0.259 0.648 -0.276
H -31.295 -15.441 10.224 0.197 -0.057 -0.042
H -32.010 -14.613 7.442 0.226 -0.295 -0.329
H -30.334 -14.704 7.987 0.012 -0.012 0.405

13
Properties=species:S:1:pos:R:3:forces:R:3 method="wB97M-V/def2-TZVPD" orbital_gap_ev=10.49 smiles="C=CP(=O)(Br)C=C" e_homo_ev=-10.38 largest_force_ev_per_a=3.462 lumo_energy_ev=0.112
C -1.613 -0.371 1.656 0.335 -2.165 0.077
C 0.977 0.347 -2.341 -0.394 0.199 -0.155
C -0.369 -0.814 1.429 -1.388 0.866 0.606
C 0.191 0.228 -1.310 -2.492 -0.374 2.373
O 2.181 -0.480 0.484 1.818 -0.901 0.120
P 0.836 0.034 0.410 -1.688 0.258 -1.387
Br 0.736 2.080 1.147 -0.139 0.650 0.140
H -2.414 -0.847 2.231 0.905 -0.361 0.423
H -2.070 0.353 1.092 -0.449 2.300 -1.350
H 0.496 0.666 -3.247 0.517 -0.291 -0.675
H 2.005 0.163 -2.169 1.082 0.208 -0.486
H -0.019 -1.626 2.017 0.551 -0.694 0.215
H -0.936 0.266 -1.397 1.342 0.304 0.099

13
Properties=species:S:1:pos:R:3:forces:R:3 method="wB97M-V/def2-TZVPD" orbital_gap_ev="4.86 / 5.03" e_homo_ev="-6.05 / -6.00" largest_force_ev_per_a=0.697 lumo_energy_ev="-1.190 / -0.968"
O -1.145 1.908 -0.727 -0.622 -0.004 0.213
C 2.047 0.455 -0.362 0.494 0.047 0.086
Ca 0.434 1.811 0.628 0.247 0.133 0.001
O 1.735 -0.783 -0.071 -0.469 -0.231 0.402
C 2.687 -1.842 -0.292 0.351 -0.245 -0.339
H 2.656 -2.116 -1.352 0.135 0.085 0.192
H 3.683 -1.477 -0.007 -0.255 -0.196 -0.137
H 2.374 -2.705 0.308 0.092 0.295 -0.055
C -2.412 1.767 -0.714 0.086 0.143 -0.655
C -2.897 0.916 0.436 -0.628 -0.015 0.304
H -2.249 0.931 1.340 0.105 -0.070 -0.044
H -3.905 1.259 0.722 0.355 -0.188 0.031
H -3.008 -0.124 0.091 0.108 0.246 0.000

11
Properties=species:S:1:pos:R:3:forces:R:3 method="wB97M-V/def2-TZVPD" charge=-1 orbital_gap_ev=6.83 e_homo_ev=-3.43 largest_force_ev_per_a=2.479 lumo_energy_ev=3.399
C -0.469 0.911 -0.105 0.600 -1.164 0.134
C 0.086 -0.165 0.019 -0.815 1.580 -0.183
C -1.137 2.205 -0.255 -0.021 0.042 -0.005
C 0.753 -1.460 0.168 -0.555 1.081 -0.124
H -2.110 2.196 0.263 0.302 0.125 -0.208
H -1.307 2.427 -1.321 0.001 0.038 0.386
H -0.516 3.008 0.177 -0.295 -0.180 -0.176
H 0.148 -2.132 0.800 0.383 0.437 -0.404
H 0.893 -1.934 -0.817 -0.093 0.310 0.629
H 1.741 -1.330 0.640 -0.635 -0.077 -0.302
Cl 1.919 -3.726 0.431 1.129 -2.192 0.253